This record from the Open Molecules 2025 dataset describes C19H25BaIN4O3S as an isolated structure. The level of theory is ωB97M-V/def2-TZVPD.

Geometry as ORCA input:
```
! wB97M-V def2-TZVPD RIJCOSX def2/J DEFGRID3
* xyz 0 1
Ba -0.744 0.139 0.103
I 0.447 -2.555 2.062
S -2.536 1.905 -1.930
O 0.257 2.116 1.231
O -2.470 -1.514 0.277
O 5.521 2.361 -0.042
N -4.140 -0.075 -2.660
N -5.060 1.496 -1.279
N 2.146 -0.201 0.442
N 1.703 4.909 -0.450
C 1.133 2.776 0.557
C -0.422 4.750 0.694
C -3.989 1.048 -1.945
C -3.140 -3.420 1.581
C 4.463 -3.703 1.043
C 2.872 4.375 -0.862
C 2.829 0.888 0.418
C -3.451 -2.482 0.406
C 4.954 -2.655 0.282
C 4.184 -1.523 0.084
C 2.412 -2.482 1.361
C 3.185 -3.615 1.570
C 2.910 -1.389 0.645
C 3.249 3.084 -0.601
C 0.874 4.159 0.233
C -4.811 -1.817 0.661
C 2.357 2.241 0.107
C 4.587 2.605 -1.096
C -3.529 -3.323 -0.876
H 2.777 -4.438 2.142
H -3.934 -4.155 1.741
H -4.922 -0.690 -2.504
H 3.521 5.027 -1.437
H 5.056 -4.593 1.209
H 4.573 -0.724 -0.534
H -5.048 -1.145 -0.166
H -2.563 -3.794 -1.066
H -3.025 -2.835 2.497
H 5.935 -2.718 -0.169
H -1.263 4.267 0.190
H -4.292 -4.103 -0.811
H -3.762 -2.681 -1.729
H -4.958 2.328 -0.727
H 4.988 3.336 -1.803
H -3.309 -0.482 -3.052
H 5.550 3.151 0.508
H -4.759 -1.219 1.572
H -5.928 0.990 -1.249
H 3.902 0.839 0.608
H -0.562 4.580 1.763
H -2.213 -3.963 1.389
H -5.619 -2.547 0.763
H -0.433 5.815 0.476
H 4.498 1.655 -1.628
*
```

## Properties
- F_max (hartree/bohr) = 0.008
- orbital gap (Eh) = 0.2758
- ΔE to the lowest compared entry with this formula, charge and spin (kJ/mol) = 0.0

Here are the Löwdin charges for atoms 1 to 6, given in e: number 1, Ba, carries 1.6995; number 2, I, carries 1.0238; number 3, S, carries 0.5022; number 4, O, carries -0.3679; number 5, O, carries -0.6491; number 6, O, carries -0.0668